54
Properties=species:S:1:pos:R:3:forces:R:3:lowdin_charge:R:1 method="wB97M-V/def2-TZVPD" e_tot_ha=-989.18479 fmax_ha_per_bohr=0.043
H -1.22518 -2.12405 -2.26464 0.090 -0.016 0.027 0.1277
H 1.82992 -3.06807 -4.88865 -0.006 0.090 0.037 0.1163
H 0.21662 2.66182 4.99157 -0.180 0.474 -0.567 0.1195
H -1.60900 -0.57122 -1.52921 0.168 0.016 -0.046 0.1303
C 0.69567 -0.04166 -2.37995 0.014 0.128 -0.070 -0.0777
C 1.28860 -2.38647 -1.48935 0.224 -0.232 -0.036 -0.0947
H -0.46295 -4.06120 -3.11484 -0.011 -0.071 0.017 0.0486
O -3.02749 5.96025 3.74945 -0.107 -0.299 -1.350 -0.0968
H 2.66719 -3.47529 -2.65701 -0.071 0.040 0.185 0.1304
O -2.75450 4.87950 5.62460 0.321 -1.867 -0.308 -0.0896
H 0.51318 -2.07622 -4.31558 0.043 0.040 -0.001 0.0941
H 0.83260 1.83986 2.79444 -0.445 0.540 -0.287 0.0960
H 2.87596 -0.25823 -0.34135 -0.074 -0.051 0.045 0.1183
H 2.15115 1.19081 0.34168 -0.150 -0.065 0.019 0.1092
H 2.02827 -2.34736 -0.68930 -0.041 0.119 -0.065 0.1312
H -1.93989 2.23519 4.88369 -0.007 0.583 -0.006 0.0978
C 1.98797 0.37958 -0.36575 0.417 -0.092 0.207 -0.1486
H -2.35731 3.97943 2.45867 0.199 -0.266 0.592 0.0829
H 0.21813 4.69608 1.64374 -0.403 -0.633 0.010 0.1319
H 2.68408 -1.77964 -3.02019 -0.021 -0.001 0.003 0.1145
C 0.13306 3.59381 1.59152 0.748 -0.718 0.297 -0.1523
H -3.56003 3.10183 3.42868 0.596 0.409 -0.033 0.1147
H -1.48457 -1.51295 0.74829 -0.044 0.092 -0.097 0.1104
H -2.72523 -2.18582 -0.26414 0.068 0.186 -0.164 0.1251
H -1.84174 -3.98450 0.99733 0.009 0.036 -0.043 0.0846
C -2.80944 4.89716 4.36975 0.052 2.034 0.911 -0.7602
C 1.74692 0.88840 -1.77666 0.206 0.278 -0.279 -0.1295
C 1.15239 -2.91934 -4.04432 -0.146 -0.147 -0.015 -0.2510
H -0.09033 0.25218 0.17928 -0.005 -0.077 -0.011 0.1462
H -1.26386 -4.23480 -0.64612 0.055 -0.032 0.028 0.0748
N -1.61796 2.66890 4.02818 0.579 0.097 -1.163 -0.0828
C 0.74535 -0.41351 -0.04402 0.098 -0.114 -0.014 -0.0954
F 1.06665 3.19316 0.55877 -0.394 0.126 0.085 -0.1430
C 0.27471 -4.16111 -3.91275 0.078 0.044 -0.063 -0.0937
H 0.87947 -1.13881 0.75667 -0.182 0.002 -0.039 0.1386
C -1.64152 -2.15355 -0.12142 0.062 -0.305 0.109 -0.2112
C -1.06501 -1.50466 -1.38067 -0.186 0.010 0.163 -0.1099
C 2.00833 -2.61434 -2.81148 0.087 0.280 -0.277 -0.1764
H 1.00152 -0.45478 -3.33183 -0.092 -0.211 0.110 0.0999
H 1.37298 1.91257 -1.76597 -0.014 -0.069 0.082 0.1173
H 0.66840 -3.25374 -1.29025 -0.184 0.158 0.061 0.0934
H -0.27184 -4.32493 -4.84247 0.002 -0.052 0.069 0.0817
C -0.26595 3.19782 4.13857 0.594 -0.488 0.604 -0.2446
H 1.62470 3.40098 3.11149 -0.596 -0.351 -0.163 0.1134
H -0.23100 0.50662 -2.54027 -0.063 -0.225 0.116 0.1325
C -2.57605 3.63296 3.48638 -1.237 -0.393 0.770 -0.1753
N 0.41220 -1.14335 -1.34643 -0.282 0.519 0.021 -0.1676
C -1.19565 -3.57380 0.22093 0.044 0.053 0.084 -0.0965
H 2.66754 0.89304 -2.36102 -0.057 -0.044 0.001 0.1188
C 0.63386 2.92929 2.89190 0.175 0.722 0.314 -0.1828
H -0.17938 -3.59660 0.61705 -0.004 -0.107 -0.043 0.0695
H -0.85497 3.23626 1.25255 0.493 0.344 0.250 0.0996
H -0.20369 4.28227 4.38625 -0.377 -0.486 -0.117 0.1265
H 0.87708 -5.04979 -3.71584 -0.042 -0.006 0.041 0.0842



119
Properties=species:S:1:pos:R:3:forces:R:3:lowdin_charge:R:1 method="wB97M-V/def2-TZVPD" spin_multiplicity=5 e_tot_ha=-12807.52133 s2=6.05 fmax_ha_per_bohr=0.070
H 4.08445 -3.23727 0.61925 0.176 0.014 -0.267 0.0733
H -4.90504 0.68030 2.14490 0.542 0.036 0.352 0.0952
C 2.40647 -3.71699 3.58823 -0.659 0.261 0.765 -0.1884
H -5.44661 2.34925 -1.37257 0.201 0.172 -0.195 0.0899
H 0.52015 2.63905 3.87195 0.494 1.787 -0.444 0.1277
C -1.67773 -1.06316 -3.42990 1.678 1.227 0.582 -0.2528
H 3.29766 -2.95453 -3.07036 -0.238 1.594 -0.936 0.1237
C 2.02877 6.05883 -2.01839 1.064 -0.982 1.620 -0.2513
C 1.03781 2.00533 0.31274 -0.822 -0.627 0.921 -0.7244
C -3.82708 0.49515 1.93591 -1.565 0.875 -0.922 -0.0479
N -0.36677 -1.11499 -2.89572 0.708 -0.836 -1.830 -0.0328
S 1.05860 -2.53966 -0.05774 1.317 -0.767 1.289 0.3996
H -3.32926 1.45678 1.82749 0.127 -0.066 0.029 0.0925
H 1.00804 -0.87563 4.76838 -1.013 0.211 0.028 0.1132
C -3.22220 0.28964 -0.41800 0.924 -3.052 -1.699 -0.3689
N 0.98289 0.05707 -4.41921 1.173 -0.086 -1.365 -0.1017
H 1.82668 1.17452 2.68514 0.828 1.421 -0.609 0.1010
H 1.35551 6.31639 -2.80204 -0.622 0.351 -0.515 0.0852
H 3.48562 -5.57588 3.67434 0.414 0.337 0.616 0.0743
H -5.32152 1.80021 0.27844 0.274 0.117 -0.011 0.0756
C 2.95882 -2.02082 -3.67698 1.104 -2.264 -0.156 -0.1014
N -3.75380 -0.27260 0.70566 0.769 1.672 0.298 -0.1226
H -0.33688 2.55335 -0.93017 0.067 0.233 -0.062 0.0565
C 2.64211 -4.67060 1.26017 -0.508 -1.215 -0.121 -0.3205
H 3.60742 -4.54891 5.19796 0.021 -0.130 -0.734 0.0843
C 2.54647 1.98821 2.30329 -0.045 -1.105 1.170 -0.2083
H 1.45822 4.08235 -2.67709 0.322 -0.300 0.403 0.1020
H 0.12244 -3.34994 -4.79962 0.001 -0.531 -0.091 0.0712
H 2.40898 -0.69376 -5.88746 -0.048 -0.360 0.252 0.0648
H 3.22228 7.27312 -3.17296 1.050 -0.252 0.173 0.0717
H 1.70429 -3.36233 -5.69547 -0.231 0.501 0.010 0.0888
C -4.34831 -1.58269 0.83428 0.536 -0.619 0.412 -0.0353
H 3.52700 -1.99397 -4.64101 0.001 0.046 0.686 0.0841
H -3.88090 -2.31457 0.19921 0.424 -0.251 -0.187 0.0446
H -3.57466 -1.49513 6.57827 -0.095 0.150 0.431 0.0909
H 1.73559 6.61469 -1.09730 -0.036 -0.290 -0.652 0.1095
C 1.62795 0.04025 -5.74808 -0.853 -0.413 -0.667 -0.0238
C -0.33336 -0.37721 6.38890 -1.043 0.413 0.903 -0.0830
N 0.62667 -2.03297 2.72470 -0.882 -0.477 -0.016 0.0672
H 2.97829 2.95785 4.21330 -0.312 0.036 -0.670 0.1137
C 0.82581 4.75642 4.61450 -0.594 -1.130 -0.275 -0.1171
H -4.33853 -1.93590 1.88769 0.547 0.329 -0.714 0.1005
C 4.03384 -4.30836 0.78729 -0.545 -0.587 0.539 -0.0635
N -2.38871 -0.48094 -1.20067 -2.195 1.288 0.156 -0.0634
H 2.54506 -2.63074 3.78325 -0.084 -0.840 0.528 0.1119
C -4.75882 2.27336 -0.52917 0.603 0.270 0.984 -0.0387
H -0.06641 4.97759 -0.74038 -0.686 -0.316 -0.308 0.1183
C -0.71728 -1.85692 2.96082 0.758 -1.339 -2.456 -0.4670
H -5.37765 -1.55330 0.56990 -1.153 0.210 -0.420 0.0766
H 0.45311 4.05165 2.70238 0.425 -0.715 -0.368 0.0834
H 4.14197 5.76588 -2.72591 -0.006 -0.075 -0.119 0.0632
C -2.32274 -1.59220 4.85435 0.033 0.362 2.210 -0.0165
C 1.00834 3.64166 3.55800 0.476 -0.608 0.158 -0.2421
Se -2.10490 -6.39719 -2.83597 0.887 0.216 0.493 -0.0734
H 3.09819 -1.14836 -3.10058 0.670 0.957 0.651 0.0749
N 2.07842 -3.70881 2.14817 -0.925 1.315 0.211 -0.1406
H -3.09641 -2.12647 4.32900 0.037 0.102 -0.463 0.1047
H 2.91161 2.77742 0.39167 0.143 0.480 -0.156 0.1124
H 1.59501 5.49565 4.59832 0.619 0.549 -0.210 0.0570
C 0.79770 4.34113 -0.61903 1.287 -0.808 -0.713 -0.2009
H -4.85088 -0.40720 -2.38572 0.720 -0.465 -0.294 0.1235
C -2.70634 -0.58464 -2.58056 0.323 -1.629 0.087 -0.2611
H -3.50099 -1.79284 -6.21258 0.333 0.184 0.919 0.1049
C 0.36980 1.33791 -4.24515 -0.378 0.508 0.859 -0.0565
Se -0.09684 -5.78529 -1.54814 0.646 -1.537 -1.470 -0.0854
C -1.61388 -0.59318 6.97452 0.507 0.052 -0.472 -0.0931
H -2.00952 1.76590 -2.42039 -0.746 0.266 0.589 0.0838
C 1.16926 -2.76446 1.75414 0.453 -0.066 0.024 -0.6413
H 0.81589 -0.13339 -6.51738 0.882 0.159 0.617 0.1177
H -0.13752 5.24307 4.46886 0.010 0.107 -0.003 0.0664
H -4.38687 3.29759 -0.20716 -0.822 -1.067 -0.283 0.1132
H -3.42858 2.93336 -2.39710 0.381 -0.670 -0.116 0.1019
Sb -1.24690 -3.97690 -0.38582 -1.294 1.010 1.703 0.2618
H -1.14239 -1.94668 -5.36627 -0.489 0.562 0.581 0.1023
Ru -0.44562 -0.97204 -0.79814 0.330 -0.442 0.339 0.4910
H 0.48099 1.63026 -3.22072 -0.208 0.091 0.936 0.0648
C 2.52059 3.25798 3.23752 -1.668 -1.073 0.517 -0.1742
C 3.61550 -4.55793 4.08970 -1.614 0.071 -0.798 -0.0706
H -1.78504 -0.27675 8.01383 -0.043 -0.103 -0.610 0.1008
C 1.82801 4.53498 -1.74644 0.247 1.137 0.761 -0.1821
H -2.24212 3.05729 -1.18008 0.552 0.375 0.425 0.0658
N 0.52712 2.91659 -0.55081 -0.736 -0.463 -0.007 -0.0151
H 0.33587 0.29489 6.95385 0.080 -0.883 -0.385 0.1026
C -1.04546 -1.40995 4.34440 -0.381 -0.346 -0.568 -0.1629
C -3.25473 -1.46669 -5.17662 -0.216 -0.335 -0.505 -0.0881
H -5.36810 -1.21083 -4.66645 1.022 0.311 0.334 0.1118
H 3.87518 7.08868 -1.53247 0.235 -0.272 -0.258 0.0666
N 2.24827 2.21747 0.88736 -0.040 0.342 0.512 -0.0004
H 4.73193 -4.62141 1.56370 0.351 0.170 -0.322 0.0597
N 1.57116 -2.15504 -3.90025 -1.007 0.085 -0.384 -0.1731
H 4.51050 -4.10932 3.70912 0.741 0.011 -0.006 0.0499
H 4.14524 -4.89449 -0.11119 0.753 0.082 -0.445 0.0731
H 3.14699 4.08204 2.89440 -0.220 0.090 -0.388 0.0953
H -3.39460 -0.07128 2.72275 0.495 -0.436 0.756 0.0568
H 2.59298 -5.65079 1.77119 0.408 0.369 -0.021 0.1215
S 0.08929 0.61778 0.71442 0.717 2.020 1.186 0.6155
H 0.96196 2.06904 -4.79976 -0.455 -0.063 -0.100 0.0840
C -0.04130 -0.88672 5.13193 1.260 0.912 0.735 -0.0492
C -4.31359 -1.08647 -4.32688 0.248 -0.787 -1.446 -0.1072
H 0.79884 4.32767 5.59427 0.122 -0.180 0.785 0.0559
H 1.97022 -4.87243 0.42041 0.053 0.548 0.106 0.0274
H 2.07254 1.01914 -5.94976 -0.066 -0.251 0.103 0.0812
H 3.53423 1.50505 2.42501 -0.261 0.291 -0.453 0.1107
C -2.59264 -1.23377 6.22239 0.710 -0.297 -1.763 -0.0713
C -1.91927 -1.50396 -4.71404 -1.700 -0.043 -1.304 -0.0376
C 0.72732 -1.05854 -3.70066 -2.030 -0.669 -0.041 -0.3376
O -1.61113 -2.18349 2.13475 0.638 0.564 1.323 -0.1297
C 3.46149 6.53579 -2.38246 -1.512 0.984 -0.175 -0.1013
H 1.59012 -4.20561 -4.20106 -0.204 -0.737 0.474 0.0608
H 1.22349 4.65385 0.32360 0.345 0.102 0.367 0.1065
N -3.56830 1.49589 -0.89257 -0.492 1.483 0.037 -0.1132
Se -1.04556 -5.44287 1.83151 0.024 0.327 -0.462 0.0982
C -2.73767 2.32017 -1.78584 -0.272 -0.439 -0.510 -0.0316
Se -3.40077 -4.97774 -1.53513 -1.179 -0.243 -0.410 -0.1752
H 1.48131 -4.06887 4.11254 0.720 0.459 -0.186 0.1252
H -0.69618 1.38022 -4.49560 0.138 -0.088 -0.268 0.0984
C -4.00633 -0.71848 -3.04173 -1.372 1.369 0.922 -0.0561
C 1.20279 -3.35123 -4.71576 -0.061 1.467 0.919 -0.0157
H 2.73748 4.00838 -1.34153 -0.523 0.581 -0.980 0.1137



80
Properties=species:S:1:pos:R:3:forces:R:3:lowdin_charge:R:1 method="wB97M-V/def2-TZVPD" spin_multiplicity=6 e_tot_ha=-3961.82633 s2=9.33 fmax_ha_per_bohr=0.072 de_lowest_ev=0.1370
H -1.54905 0.68039 0.09330 -0.115 -0.509 -0.392 -0.0013
H 2.68821 2.37523 -3.55725 -0.211 0.094 -0.333 0.0961
C 1.55577 2.91879 -5.35145 -0.058 -0.313 0.508 -0.0775
Cl -0.79850 -2.64837 -2.16028 0.761 -1.106 0.784 0.3223
C 0.42065 0.39624 -5.08530 -0.421 0.052 -0.643 -0.1006
C 1.94173 2.07735 -4.29918 -0.159 -0.378 -0.126 -0.0216
H 0.02132 -0.61994 -5.06316 -0.029 0.653 0.181 0.0923
N -0.02475 0.41037 4.42953 0.341 0.355 -0.715 0.0945
H -2.93372 0.04926 -0.79777 0.392 -0.049 -0.139 0.0567
C -0.02104 1.26441 -6.09325 0.474 0.130 0.398 -0.0675
H -2.29104 -4.51595 3.77112 0.318 0.360 0.292 0.0848
H 1.47283 3.18417 1.10398 -0.274 0.031 -0.074 0.1095
H -0.88501 5.90543 1.17092 0.260 0.009 0.056 0.0880
H -2.39376 4.53400 1.53720 -0.076 -0.283 0.080 0.0883
H 0.20765 3.22044 -7.01185 0.120 -0.296 0.173 0.1013
N -0.46802 3.87165 1.21444 -0.099 -0.459 -0.021 -0.1440
H -0.40963 -0.80154 9.55360 -0.023 0.101 -0.325 0.0925
H 3.24366 -3.73120 -5.23040 -0.141 0.009 0.144 0.0837
C 2.25201 -1.54049 -3.52574 -0.546 0.425 -0.458 -0.2467
C 1.38012 0.79498 -4.16627 0.178 0.098 0.479 -0.1873
H 3.98828 -2.60922 -2.91816 -0.340 -0.067 0.237 0.0963
H 1.65658 -4.11439 -4.50399 0.208 0.189 -0.077 0.0810
C -1.90174 3.58431 1.32171 -0.086 -0.128 -0.237 0.0005
H -0.05742 1.93660 -1.94865 0.028 0.221 0.082 0.0038
H 1.94121 0.64538 6.21896 -0.214 -0.193 0.060 0.1072
H 1.80388 -1.33752 -5.59214 -0.319 -0.033 0.380 0.0985
H -1.94224 -1.05888 0.16835 -0.223 0.142 0.040 -0.0183
H -1.81576 1.98143 -1.81459 -0.035 -0.238 -0.233 0.0144
H 1.76405 0.01328 8.63115 -0.137 0.003 -0.159 0.0986
H -3.09998 -1.00875 -3.34115 0.102 -0.084 0.186 0.0323
H -2.29525 3.18301 0.37675 0.161 0.081 0.219 0.0975
C 2.19131 -3.41785 -5.16606 0.192 -0.780 -0.537 -0.0976
H 2.80152 0.31974 -2.65412 -0.592 -0.102 0.045 0.0687
C -0.05373 5.24433 0.92787 0.388 0.094 -0.205 -0.0128
H 1.77725 -3.52803 -6.17295 0.050 -0.237 0.128 0.0728
C -2.10083 -3.60140 1.54061 -0.228 0.052 -0.303 -0.0207
C 0.55091 2.52751 -6.24053 0.103 -0.069 0.384 -0.0867
O 0.96544 -0.24745 -1.84013 -0.374 -1.049 -1.095 -0.5189
C 2.98057 -2.39257 -2.52253 -0.216 -0.327 0.034 -0.0465
C -2.09534 -0.67371 -3.62682 -0.380 -0.371 -0.674 -0.2655
H -2.02695 -3.00327 4.68073 0.104 -0.065 -0.198 0.0874
H -0.85027 0.50959 3.85849 0.284 -0.007 0.099 0.0905
O 0.10040 1.65678 1.19535 0.191 1.995 0.501 -0.2425
Cl 2.83609 -0.55038 2.35407 0.009 -0.053 0.102 -0.1658
C 1.87290 -0.13272 -3.04602 0.422 -0.167 -0.058 -0.2634
C -1.90069 -0.19045 -0.49019 -0.176 -0.892 0.852 -0.2231
C -1.46770 -0.54876 7.67212 0.298 -0.009 0.197 -0.1126
C 2.02014 -2.00733 -4.76741 0.636 0.792 0.784 -0.1322
C -0.97822 1.49175 -2.33842 0.498 0.030 -0.174 -0.1887
H 0.83261 5.50098 1.51808 -0.263 0.022 -0.061 0.1016
H 0.19780 5.36188 -0.13599 -0.173 -0.045 0.274 0.1074
H -0.66969 -4.12013 4.38041 -0.122 0.131 -0.069 0.1001
H -2.26564 -0.20861 5.68133 0.253 -0.062 0.238 0.1017
H -1.71536 -1.44347 -4.31055 -0.233 0.180 0.055 -0.0007
Si -0.97199 -0.52038 -2.10829 -0.280 3.599 -0.738 0.0824
Cl 3.02223 1.72853 -0.59327 0.093 0.284 0.335 -0.0405
H 3.10823 -1.89553 -1.55165 -0.081 -0.102 -0.209 0.0655
C 0.99655 0.28149 6.62640 -0.487 -0.071 0.166 -0.0381
H 2.01695 3.89508 -5.43546 -0.028 -0.003 -0.057 0.0959
C 0.89344 -0.05616 7.98323 -0.935 -0.228 -0.499 -0.0924
Dy 1.36659 0.04638 0.36837 -0.044 -0.623 -0.571 1.1058
H 0.88560 0.53028 3.99049 -0.457 -0.030 0.159 0.0402
O -0.12035 -1.52287 1.42839 -0.391 -1.057 1.535 -0.2162
H 0.17892 -1.90503 3.42712 -0.058 0.062 -0.094 0.1249
N -1.32465 -3.05881 2.65626 0.121 -0.047 -0.152 -0.1469
C -1.58454 -3.69490 3.95472 0.080 -0.078 0.242 -0.0231
H 2.44317 -3.34132 -2.36908 0.275 0.205 0.102 0.0807
C -0.13369 0.18746 5.77157 -0.141 -0.315 1.241 -0.3339
H -2.51861 -4.54555 1.89344 0.183 0.027 -0.354 0.0791
H -0.81310 0.95535 -6.75277 -0.125 -0.140 -0.181 0.1014
C -0.33858 -0.50617 8.50591 0.302 0.244 -0.358 -0.1161
C -1.38398 -0.18657 6.33042 0.618 0.038 -0.090 -0.0643
C -0.38751 -2.12606 2.51564 0.375 0.392 -1.306 -0.2625
H -1.49111 -3.76411 0.64272 -0.099 0.220 0.274 0.0795
H -2.95691 -2.96544 1.29428 0.240 0.098 -0.064 0.0989
H -1.02186 1.75514 -3.40085 -0.030 0.254 0.245 0.0050
C 0.41346 2.89794 1.17286 -0.120 -0.939 -0.034 -0.2712
H -2.42420 -0.89559 8.07588 0.327 0.206 -0.129 0.1002
H -2.21395 0.26409 -4.17308 0.024 -0.118 0.055 0.0178
H -2.09363 2.85585 2.11899 0.131 0.240 -0.206 0.1002



18
Properties=species:S:1:pos:R:3:forces:R:3:lowdin_charge:R:1 method="wB97M-V/def2-TZVPD" total_charge=+1 e_tot_ha=-326.41245 fmax_ha_per_bohr=0.130 de_lowest_ev=2.7389
H -2.78465 -1.38813 -2.02199 0.069 -0.447 1.521 0.0929
H -1.24337 -0.96650 2.14191 0.423 0.186 -0.839 0.0760
O -2.53899 -1.52846 -1.07006 4.248 3.437 -3.878 -0.0061
H 3.10038 2.01099 -1.42021 -1.953 -0.102 -0.667 0.0975
H 0.08766 -0.11455 2.89761 -2.425 1.336 -1.752 0.1464
H -1.57950 0.73212 1.84786 2.376 -0.751 0.713 0.1167
H 1.92013 -0.91796 -0.09657 2.270 -0.188 -3.744 0.0308
H -3.18419 -1.97523 -0.66696 -4.078 -2.784 2.317 -0.0272
O 2.11718 1.96122 -1.64040 1.303 -0.371 -0.851 -0.0976
H 0.47078 0.61852 -1.21007 2.378 1.162 -0.946 0.0941
C 0.33009 -0.09189 0.77941 0.026 -1.092 2.161 -0.3660
H -0.76672 -0.14544 -0.77997 -1.986 0.346 -0.052 0.1251
H 2.04196 1.84593 -2.62573 0.555 0.383 1.382 0.0765
C -0.68517 -0.02405 1.96156 1.177 -0.519 1.002 -0.0358
C 1.46536 -0.76727 0.77027 -1.995 0.293 2.772 0.1134
N -0.12281 0.55667 -0.43662 -2.780 1.658 2.852 0.2092
H 1.90343 -1.33444 1.57526 -0.399 0.190 0.476 0.0971
H -0.53156 1.52846 -0.00531 0.790 -2.736 -2.470 0.2571